Entry 1
DFT (ωB97M-V with the def2-TZVPD basis set) results for a 2-piece molecular cluster, H6N2 overall.

Calculated values
⟨S²⟩ ... 0.7583
Net charge ... +1
2S+1 ... 2
LUMO level (spin up / spin down) ... -3.74 / -10.25 eV

Last column: Mulliken spin population.
Element x y z (Å)
1 N -1.25937 0.92566 0.16227  0.24
2 H -0.91571 1.85689 0.28628  -0.01
3 H -1.83776 0.67622 0.93087  -0.01
4 H -1.89117 0.86858 -0.67271  -0.01
5 N 1.33572 -1.09946 -0.19291  0.81
6 H 2.07457 -0.62020 -0.72815  -0.01
7 H 1.52851 -1.04736 0.77685  -0.01
8 H 0.50712 -0.51752 -0.37868  -0.02

Entry 2
DFT (ωB97M-V with the def2-TZVPD basis set) results for a 2-piece molecular cluster, H6N2 overall.

Calculated values
⟨S²⟩ ... 0.7585
Net charge ... +1
2S+1 ... 2
LUMO level (spin up / spin down) ... -4.26 / -10.81 eV

Last column: Mulliken spin population.
Element x y z (Å)
1 N -1.61637 0.12377 0.66895  0.30
2 H -0.74563 0.63150 0.70655  -0.01
3 H -1.61300 -0.52485 -0.11733  0.00
4 H -1.54880 -0.54320 1.45054  0.00
5 N 1.53464 -0.11674 -0.63865  0.74
6 H 0.75798 0.40296 -0.26294  -0.01
7 H 2.40558 0.42719 -0.61663  0.00
8 H 1.37368 -0.50958 -1.56896  -0.01

Which is most stable, and by how much? entry 1, by 16.2 kcal/mol.

Entry 1
DFT (ωB97M-V with the def2-TZVPD basis set) results for the molecule C7H12N2O.

Calculated values
SMILES string ... C/N=[N+](\[O-])C1=CCCCC1
Net charge ... 0
LUMO level ... 0.86 eV

Last column: natural (NBO) charge in e.
Element x y z (Å)
1 C -0.10274 -3.84879 -0.40415  -0.48
2 N -0.43176 -2.41928 -0.41572  -0.26
3 N 0.62734 -1.76621 -0.43468  0.34
4 O 1.80633 -2.09194 -0.35981  -0.47
5 C 0.44619 -0.03362 -0.22604  0.17
6 C 1.36579 0.82864 -0.51063  -0.22
7 C 1.04803 2.23190 -0.03000  -0.43
8 C -0.35502 2.68018 0.35951  -0.40
9 C -1.22549 1.53750 0.83629  -0.39
10 C -1.01402 0.30461 -0.10194  -0.50
11 H 0.07627 -4.07714 -1.46776  0.22
12 H -0.98462 -4.45000 -0.12955  0.20
13 H 0.62668 -4.08725 0.42824  0.22
14 H 2.45212 0.58037 -0.63437  0.25
15 H 1.60640 2.26096 0.89341  0.21
16 H 1.50459 2.99816 -0.64663  0.22
17 H -0.39161 3.45729 1.16529  0.22
18 H -0.81815 3.13646 -0.51492  0.20
19 H -2.31879 1.83181 1.01933  0.22
20 H -0.95232 1.24011 1.86163  0.20
21 H -1.43450 0.27705 -1.04978  0.22
22 H -1.53074 -0.59080 0.36227  0.25

Entry 2
DFT (ωB97M-V with the def2-TZVPD basis set) results for the molecule C7H12N2O.

Calculated values
SMILES string ... C=C(O)CCCCN=C=N
Net charge ... 0
LUMO level ... 0.79 eV

Last column: natural (NBO) charge in e.
Element x y z (Å)
1 C -0.92299 2.07953 -0.06124  -0.53
2 C -1.33672 0.84494 -0.11794  0.32
3 O -1.99466 0.41649 -1.23432  -0.69
4 C -1.05474 -0.11827 0.98102  -0.48
5 C -0.95224 -1.54188 0.57870  -0.41
6 C 0.50276 -2.05385 0.10322  -0.40
7 C 1.24392 -1.07313 -0.74893  -0.23
8 N 2.03367 -0.07773 -0.06227  -0.52
9 C 2.02659 1.09164 0.17689  0.67
10 N 2.21509 2.20208 0.59004  -0.77
11 H -1.29271 2.79766 -0.94149  0.18
12 H -0.38541 2.47850 0.80492  0.23
13 H -1.98033 1.03509 -1.88065  0.47
14 H -1.88629 0.03323 1.68056  0.23
15 H -0.12424 0.32808 1.43955  0.24
16 H -1.55650 -1.73232 -0.31340  0.22
17 H -1.33078 -2.17950 1.36756  0.21
18 H 1.07038 -2.50612 0.97834  0.22
19 H 0.39389 -2.89702 -0.65788  0.21
20 H 2.09609 -1.56520 -1.27347  0.21
21 H 0.68200 -0.60282 -1.53609  0.20
22 H 2.55319 3.04058 0.12688  0.41

Which is most stable, and by how much? entry 2, by 47.4 kcal/mol.